1.
ORCA calculation (ωB97M-V/def2-TZVPD) on a molecular structure, C32H33CaF4N5O4 at a distorted geometry.

Structure (XYZ):
```
79
Properties=species:S:1:pos:R:3:forces:R:3:lowdin_charge:R:1
H 1.3672 4.3972 -0.7672 0.03 -0.01 0.01 0.11
C -1.8147 -1.3606 3.3751 0.10 0.01 -0.02 -0.19
C -0.5077 3.4253 -0.8585 -0.14 -0.32 -0.02 -0.66
C 1.1808 -4.1676 -3.3769 0.02 -0.01 -0.01 -0.09
F 5.6974 1.8440 1.2018 0.06 0.01 -0.01 0.04
O -1.3046 4.3549 -0.7785 0.06 0.00 0.05 0.00
C -3.5171 0.5753 -4.3830 0.00 -0.03 0.01 -0.06
H -3.5280 -2.2623 -4.2538 0.00 0.00 0.00 0.10
O -0.6902 2.2128 -0.4811 0.26 1.53 -0.43 -0.28
N 0.3093 -3.0151 -1.2766 0.01 -0.04 0.02 -0.16
H 0.7987 -5.1618 -3.1347 0.00 0.02 -0.01 0.05
N 1.6395 2.4912 -1.7229 0.01 0.15 0.02 0.01
C -3.0053 -0.4373 3.0838 -0.05 0.21 -0.13 -0.65
H 1.4822 -2.8278 0.4126 0.02 0.03 0.01 0.09
C -3.4301 -2.1831 -3.1743 -0.06 -0.04 0.07 -0.09
C -0.5946 -4.1935 0.7343 -0.05 -0.01 -0.02 -0.09
H -1.1551 -4.4567 -1.3207 -0.04 0.03 0.02 0.11
H 1.3109 -3.3676 4.1844 -0.01 0.00 0.01 0.10
C 2.2700 0.5416 0.7855 -0.02 -0.14 0.18 -0.24
C 1.7235 1.3580 1.8391 -0.01 0.01 -0.17 -0.16
O -2.8236 0.3676 2.1231 -0.51 -0.11 0.53 -0.20
O -3.9897 -0.5504 3.8164 0.02 -0.05 -0.01 0.00
H -2.8169 -2.3779 4.9480 0.00 0.00 0.00 0.11
H 3.1119 -1.2360 -0.8263 0.04 0.04 0.03 0.09
H 0.2837 -4.3156 1.3692 -0.02 0.01 0.01 0.06
H 0.6975 4.2642 -2.3894 0.02 0.02 -0.02 0.10
C 3.8057 2.4101 2.4800 0.00 -0.02 0.00 0.01
H -4.1293 2.0278 -5.8479 0.00 0.00 0.00 0.08
C -2.8263 -1.0519 -2.6192 -0.12 0.20 -0.11 -0.25
C 0.3692 -1.8954 2.9458 -0.03 0.14 -0.05 -0.15
C 0.3437 -3.0523 -2.7376 -0.05 0.03 0.02 -0.25
H 0.6927 -2.0891 -3.1049 0.01 0.04 0.01 0.09
C 0.3988 -2.8235 3.9744 0.04 0.02 0.00 -0.08
H -4.4857 0.0884 -4.3503 -0.01 0.00 -0.01 0.10
H 1.7607 -0.8735 -1.8642 0.02 -0.03 0.03 0.09
H -0.4931 -0.3791 -2.0663 -0.05 -0.01 0.00 0.03
C 4.3715 1.6891 1.4484 -0.04 -0.01 0.01 -0.25
H 1.3668 1.8062 -1.0224 -0.01 0.03 0.09 0.02
N 1.4606 -0.2886 0.1415 -0.01 0.08 -0.04 0.02
C 2.4392 2.2122 2.6292 -0.02 0.01 -0.04 -0.24
C 0.8715 3.7108 -1.4643 0.07 -0.01 -0.05 -0.19
F 1.7845 2.8938 3.5939 -0.01 0.04 0.05 0.06
Ca -1.4164 0.4814 0.4324 0.67 -1.01 0.45 1.39
H -4.2439 -3.8042 -0.3193 0.00 -0.02 0.00 0.09
C -3.9229 -3.1975 -2.3586 0.06 0.07 -0.01 -0.14
C 3.6747 0.8208 0.6369 -0.03 -0.01 0.01 -0.15
F 0.3879 1.2934 2.0545 -0.03 0.00 0.10 0.01
H -1.2958 -4.9939 0.9830 0.02 -0.01 -0.01 0.07
H 1.1543 -4.0582 -4.4640 0.00 0.00 0.02 0.07
C -2.0924 2.3126 -5.2013 -0.02 -0.04 0.00 -0.12
H -4.3904 -4.0741 -2.7953 -0.01 -0.01 0.00 0.08
C -3.3232 1.6689 -5.2191 0.04 0.01 0.03 -0.13
C -1.8861 -2.2909 4.4057 0.05 0.01 0.03 -0.01
C 2.0262 -1.2018 -0.8529 0.01 -0.03 0.05 -0.21
H 2.2279 -4.1242 -3.0682 -0.01 0.00 0.00 0.06
C -2.5223 0.0935 -3.5371 0.05 -0.09 -0.07 -0.14
C -2.6223 -0.8991 -1.2303 -0.24 -0.31 -0.03 -0.15
N -0.7172 -1.1922 2.6348 -0.23 -0.09 0.03 0.10
C -1.2708 0.7388 -3.5515 0.14 -0.05 0.17 -0.25
C -1.0790 1.8498 -4.3799 0.01 0.03 0.00 -0.04
C -3.1883 -1.9277 -0.4538 -0.01 -0.12 -0.12 -0.17
H -1.0667 -3.2433 0.9770 -0.04 0.01 -0.02 0.05
C -3.8269 -3.0507 -0.9812 0.05 0.06 -0.03 -0.13
C -0.2491 -4.2503 -0.7455 0.04 0.00 -0.05 -0.26
C -0.7618 -3.0397 4.7038 -0.01 0.00 -0.01 -0.08
H 1.2381 -1.6901 2.3292 0.02 -0.04 -0.02 0.09
H -0.1136 2.3456 -4.3588 -0.02 -0.02 0.01 0.10
C 1.5764 -2.6566 -0.6593 -0.05 0.05 0.02 -0.18
H 2.6303 2.6508 -1.5940 0.03 0.01 -0.05 0.06
H -0.7830 -3.7740 5.5013 0.01 0.00 0.00 0.09
H -1.9196 3.1837 -5.8238 -0.01 0.00 0.00 0.09
H 2.3909 -3.3218 -1.0046 0.01 -0.03 -0.04 0.11
N -0.2113 0.2570 -2.8007 -0.09 -0.11 -0.23 0.12
H -3.1610 -1.8519 0.6349 0.06 -0.04 -0.01 0.07
H -0.6920 -3.1393 -3.0773 -0.01 0.01 0.01 0.11
H 0.4361 -5.1046 -0.9089 -0.01 -0.03 -0.01 0.10
H 4.3729 3.0750 3.1120 -0.01 -0.02 -0.02 0.11
F 4.4082 0.2689 -0.3753 0.03 -0.02 -0.06 0.02
H 0.4403 0.9653 -2.4814 -0.01 0.01 -0.14 0.04
```
Forces are in eV/Å.

Summary:
- total charge = -2
- HOMO energy (eV) = -2.008
- relative energy (zero: lowest compared OMol25 entry of this formula, charge and spin) (eV) = 0.243
- 2S+1 = 1
- electronic energy (Ha) = -2891.20367
- LUMO (eV) = 4.496
- frontier orbital gap (Eh) = 0.23899



2.
ORCA calculation (ωB97M-V/def2-TZVPD) on a molecular structure, C32H33Cl2F4N8O2V.

Structure (XYZ):
```
82
Properties=species:S:1:pos:R:3:forces:R:3:lowdin_charge:R:1
C -4.2054 1.0619 3.1704 0.01 -0.02 0.00 -0.69
C 2.0827 -0.9185 2.8431 0.02 -0.05 0.00 -0.64
H -0.0775 -5.7394 -2.1423 -0.01 -0.01 0.00 0.10
C -1.9909 0.9812 -2.9273 -0.13 0.08 0.02 -0.17
O -2.8371 -2.9367 2.4433 -0.01 0.00 0.01 0.01
H 0.2370 2.8506 -2.3104 0.02 0.02 0.00 0.12
Cl -4.8630 1.1058 4.7801 0.00 0.00 0.01 0.63
C 2.9608 1.0582 -2.9040 -0.04 0.01 0.03 -0.14
H -1.1635 3.1150 2.0418 -0.05 -0.02 0.00 0.08
C -1.6872 -3.4333 0.4228 -0.05 0.01 0.00 -0.16
H -3.9140 2.9306 0.3636 0.02 0.01 -0.01 0.10
Cl -5.1469 3.5936 2.8125 -0.01 0.00 0.00 0.63
C 3.8599 0.2210 -3.5202 0.00 -0.07 -0.02 -0.24
H -0.0392 -0.3950 -5.8880 0.00 0.01 0.00 0.10
N 0.3515 -0.1894 1.2871 -0.35 0.08 -0.17 0.01
C -1.6274 -4.7881 0.7069 0.01 0.00 -0.04 0.00
H 0.9228 -2.7327 3.1462 0.00 -0.01 0.00 0.08
C -3.0043 -0.1574 1.4819 0.00 -0.06 0.01 -0.20
N 1.6502 -0.7401 1.4495 -0.09 -0.05 0.11 -0.05
C 0.8462 2.6202 -1.4198 0.04 0.07 0.01 -0.24
O -3.3901 2.5559 -1.8302 0.00 -0.04 0.03 0.03
N -2.3378 -1.2440 0.9196 -0.21 -0.01 0.09 -0.01
F 2.8108 -2.9977 -2.3036 -0.01 0.00 -0.03 0.05
H 0.1396 -1.3883 -3.6378 -0.05 -0.03 -0.03 0.10
C -0.5462 -5.1159 -1.3939 0.01 0.03 -0.01 -0.06
H -3.4838 -0.9493 3.4107 0.00 0.00 0.00 0.10
H 4.1124 -1.0491 2.1232 0.01 0.01 0.01 0.08
H 3.8800 -1.7189 3.7541 0.00 -0.01 0.00 0.08
H -0.1346 4.5635 2.0750 -0.02 -0.02 0.00 0.09
H 2.4255 3.2104 2.1491 -0.01 -0.04 0.00 0.07
C 3.8919 -1.1582 -3.3455 -0.06 0.07 -0.01 0.01
C -2.3592 -2.4835 1.3988 0.02 0.01 0.00 -0.48
C 1.9660 0.5870 -1.9791 0.07 0.01 -0.09 -0.23
H 2.6671 2.7721 0.4516 0.00 0.00 0.03 0.08
H 0.4197 0.8202 1.1318 0.23 -0.10 0.12 0.05
H -1.5650 1.5653 -6.2242 0.01 0.00 0.00 0.10
C -0.1327 3.4598 2.1249 0.03 -0.01 0.02 -0.10
H 2.6048 0.3348 4.5207 0.00 0.00 0.01 0.08
F 3.0373 2.3833 -3.2077 0.03 -0.02 -0.01 0.04
N -1.1920 -2.9164 -0.7189 -0.04 -0.26 0.12 0.02
N 0.6693 2.8659 1.0708 -0.02 0.16 -0.10 -0.28
N -1.2100 -0.1014 -2.7622 -0.03 0.14 -0.24 0.02
H 0.1465 -1.2903 3.8104 -0.01 -0.02 0.01 0.07
C -3.1133 0.9612 0.6094 -0.04 -0.03 -0.02 -0.20
C -3.7954 2.0918 1.0309 0.04 0.04 0.01 -0.05
H -0.2491 -0.3871 2.0815 0.00 0.03 0.02 0.06
F 4.7675 0.7784 -4.3553 0.00 0.00 0.01 0.06
H 1.2906 0.9820 3.5334 0.03 -0.01 -0.04 0.07
H 4.6179 -1.7868 -3.8343 0.02 0.01 0.02 0.11
C 0.0762 3.1756 -0.2289 0.03 0.31 -0.05 -0.20
F 1.0019 -1.3971 -1.1384 0.11 -0.48 -0.15 -0.03
H -0.9842 -6.7063 -0.0138 0.00 0.00 0.00 0.10
C 2.0394 3.3411 1.1372 0.02 -0.05 0.06 -0.10
C 3.4362 -1.6184 2.7619 0.00 -0.01 0.02 -0.05
C -2.7161 1.5324 -1.7101 -0.02 0.04 -0.11 -0.48
C -4.3292 2.1408 2.3162 0.00 0.01 0.00 -0.69
H 1.7708 3.1956 -1.5448 -0.04 -0.05 0.05 0.10
C 1.1085 -1.7835 3.6554 0.01 0.01 0.03 -0.04
H 3.3293 -2.6204 2.3372 0.00 0.00 -0.01 0.08
C 2.2422 0.4473 3.4965 0.01 0.02 0.06 -0.05
H -2.0458 -5.1197 1.6466 0.00 -0.01 0.00 0.12
C -0.5302 -0.5568 -3.8177 0.02 -0.02 -0.09 -0.11
H -2.8058 2.4535 -4.2094 0.00 0.00 0.00 0.12
H 2.9560 1.0491 2.9342 0.00 0.02 -0.03 0.07
C -3.5523 -0.0955 2.7549 -0.01 0.03 0.00 -0.04
H -0.9542 2.8167 -0.2366 0.05 -0.10 0.07 0.09
V -1.1882 -0.7784 -0.7715 0.86 -0.18 0.40 0.90
C -2.1540 1.5928 -4.1583 0.08 0.06 0.02 0.00
C -1.0473 -5.6439 -0.2124 -0.01 0.00 0.03 -0.06
H 0.2507 3.1631 3.1037 0.02 0.01 -0.01 0.07
H 2.1168 4.4141 0.8834 -0.02 -0.02 -0.01 0.09
H 1.5181 -2.0020 4.6442 0.00 0.01 0.00 0.08
N 1.0527 1.2022 -1.2742 -0.14 0.08 -0.19 0.05
H -0.2395 -3.3038 -2.5019 0.01 -0.01 0.01 0.10
H 1.6321 -1.6563 1.0134 0.05 0.02 -0.04 0.09
C 2.9068 -1.6598 -2.5066 -0.01 -0.05 0.00 -0.25
H 0.0330 4.2767 -0.3512 -0.08 -0.03 -0.02 0.12
N -2.5015 0.7698 -0.6322 -0.25 0.24 0.01 0.00
C -0.6241 0.0111 -5.0745 0.02 -0.02 0.02 -0.05
C 2.0098 -0.8404 -1.8894 -0.12 0.27 0.11 -0.17
C -1.4625 1.1011 -5.2516 -0.02 0.00 -0.01 -0.06
C -0.6379 -3.7529 -1.6013 0.04 -0.03 -0.01 -0.11
```
Forces are in eV/Å.

Summary:
- expectation value of S² = 3.764
- total charge = -1
- HOMO energy (spin up / spin down) (eV) = -3.801 / -4.089
- relative energy (zero: lowest compared OMol25 entry of this formula, charge and spin) (eV) = 1.132
- 2S+1 = 4
- electronic energy (Ha) = -4091.72899
- LUMO (spin up / spin down) (eV) = 2.334 / 2.311
- frontier orbital gap (spin up / spin down) (Eh) = 0.22547 / 0.23520



The lowest relative energy (zero: lowest compared OMol25 entry of this formula, charge and spin) belongs to which entry? C32H33CaF4N5O4



Among the records above, which one has the highest relative energy (zero: lowest compared OMol25 entry of this formula, charge and spin)? C32H33Cl2F4N8O2V



Number 1 is which compound? C32H33CaF4N5O4